Formula: C25H48Cl3N4O3SSiTi
Source: the OMol25 dataset
Level of theory: ωB97M-V/def2-TZVPD

Geometry (Å):
1 C 0.052 2.746 -3.402
2 C 1.242 2.935 -2.525
3 H -0.343 3.718 -3.719
4 H -0.757 2.188 -2.898
5 H 0.318 2.175 -4.308
6 C 1.861 4.107 -2.294
7 C 1.475 5.420 -2.869
8 H 2.766 4.121 -1.674
9 H 0.526 5.390 -3.413
10 H 2.251 5.803 -3.542
11 H 1.385 6.143 -2.052
12 Ti -0.472 -0.055 -0.390
13 Cl 0.157 -1.523 -2.050
14 Cl -2.310 0.668 -1.529
15 H -1.858 -4.575 2.787
16 H -2.711 -5.613 0.650
17 C -2.204 -3.591 2.446
18 C -3.033 -4.610 0.353
19 N -2.222 -3.589 0.987
20 H -1.534 -2.820 2.828
21 C -1.777 -2.579 0.250
22 O -1.463 -1.453 0.739
23 H -2.938 -4.513 -0.728
24 H -1.699 -2.774 -0.829
25 H -3.222 -3.437 2.828
26 H -4.088 -4.493 0.623
27 H -1.001 3.708 -0.870
28 H 1.028 4.823 0.649
29 C -1.483 3.571 0.113
30 C 0.340 4.561 1.472
31 N -0.448 3.380 1.137
32 H -2.140 2.697 0.077
33 C -0.170 2.165 1.619
34 O -0.821 1.134 1.264
35 H 0.923 4.372 2.384
36 H 0.676 2.059 2.322
37 H -2.057 4.475 0.349
38 H -0.335 5.414 1.628
39 O 0.751 1.187 -0.970
40 C 1.732 1.651 -1.868
41 C 3.176 2.318 0.090
42 C 3.063 1.756 -1.172
43 H 2.255 2.612 0.611
44 C 4.439 2.460 0.664
45 H 1.855 0.914 -2.677
46 C 4.175 1.238 -1.835
47 H 4.525 2.932 1.649
48 C 5.576 1.999 -0.016
49 C 5.438 1.380 -1.272
50 H 3.997 0.751 -2.798
51 H 6.565 2.118 0.433
52 H 6.310 1.014 -1.816
53 Si -5.960 0.041 -3.004
54 Cl -4.858 1.673 -3.716
55 C -6.680 0.631 -1.374
56 C -4.728 -1.364 -3.095
57 C -7.479 -0.409 -4.036
58 H -5.943 1.196 -0.788
59 H -7.044 -0.224 -0.788
60 H -7.541 1.292 -1.567
61 H -8.261 0.357 -4.012
62 H -7.897 -1.323 -3.594
63 H -7.246 -0.615 -5.084
64 H -3.774 -1.067 -2.629
65 H -4.522 -1.604 -4.154
66 H -5.102 -2.282 -2.611
67 C 2.711 -3.165 0.068
68 N 2.499 -3.111 1.518
69 C 3.226 -4.129 2.273
70 C 2.016 -1.966 2.057
71 S 1.835 -0.609 1.022
72 N 1.657 -1.868 3.391
73 C 2.500 -2.320 4.504
74 C 0.975 -0.632 3.766
75 H 3.042 -4.180 -0.161
76 H 3.489 -2.459 -0.252
77 H 1.800 -2.924 -0.492
78 H 4.114 -3.730 2.787
79 H 2.579 -4.669 2.971
80 H 3.601 -4.852 1.536
81 H 3.309 -1.602 4.712
82 H 1.881 -2.378 5.407
83 H 2.939 -3.299 4.339
84 H 1.678 0.219 3.767
85 H 0.176 -0.395 3.054
86 H 0.576 -0.763 4.775

As for the orbital gap (alpha / beta): 0.2355 / 0.2984 Eh. As for the total charge: 0. As for the total energy: -4344.09750 Eh. The value obtained for the HOMO energy (alpha / beta) is -6.199 / -7.910 eV. The energy relative to the best compared isomer or geometry (same formula, charge and spin) is 0.081 eV. The spin multiplicity is 2. Its molar mass is 667.06 g/mol.

Charges computed using Löwdin, reported in e: -0.044 -0.229 0.065 0.022 0.100 -0.117 -0.099 0.106 0.060 0.078 0.067 0.286 0.062 0.130 0.095 0.093 -0.014 -0.036 -0.167 0.086 -0.273 -0.161 0.094 0.090 0.100 0.099 0.095 0.089 -0.018 -0.038 -0.144 0.037 -0.258 -0.198 0.094 0.139 0.094 0.092 -0.418 -0.342 -0.082 -0.218 0.094 -0.083 0.129 -0.024 0.100 -0.094 -0.082 0.121 0.095 0.099 0.115 0.266 -0.226 -0.240 -0.217 0.022 0.028 0.032 0.026 0.030 0.025 -0.055 0.040 0.025 -0.103 -0.188 -0.062 -0.630 0.810 -0.190 -0.064 -0.128 0.079 0.085 0.015 0.097 0.091 0.084 0.102 0.089 0.045 0.084 0.052 0.088

Formula: C4H4ClN
Source: the OMol25 dataset
Level of theory: ωB97M-V/def2-TZVPD

Geometry (Å):
1 C 0.822 1.656 -0.177
2 C 1.533 0.678 -0.137
3 Cl 2.716 -0.408 -0.115
4 H -0.039 2.333 -0.054
5 C -0.196 -1.467 -0.053
6 C -0.984 -0.431 0.009
7 N -1.886 0.423 0.071
8 H 0.290 -1.690 -0.901
9 H -0.364 -2.348 0.524
10 H -1.892 1.253 0.833

As for the orbital gap: 0.3558 Eh. As for the total charge: 0. As for the structure (SMILES): C#CCl.C=C=N. As for the total energy: -669.58617 Eh. The value obtained for the HOMO energy is -8.949 eV. The energy relative to the best compared isomer or geometry (same formula, charge and spin) is 4.772 eV. Its molar mass is 101.54 g/mol.

Charges computed using Löwdin, reported in e: 0.020 -0.788 0.758 0.048 -0.055 -0.299 0.103 0.012 0.066 0.136

Formula: C6H6O5P
Source: the OMol25 dataset
Level of theory: ωB97M-V/def2-TZVPD

Geometry (Å):
1 C 3.415 -1.308 0.517
2 C 2.010 -1.167 0.308
3 C 3.929 -0.366 -0.350
4 C 1.857 -0.210 -0.673
5 C 0.562 0.477 -1.022
6 C -2.749 1.497 0.449
7 O -1.559 -2.006 1.381
8 O 0.523 1.436 -1.802
9 O -3.018 -1.103 -0.607
10 O 3.042 0.269 -1.068
11 O -2.134 0.539 1.209
12 P -1.923 -0.962 0.397
13 H 4.011 -2.106 0.944
14 H 1.241 -1.662 0.681
15 H 5.001 -0.163 -0.580
16 H -3.705 1.808 1.014
17 H -2.894 1.084 -0.646
18 H -2.031 2.259 0.202

As for the orbital gap (alpha / beta): 0.2781 / 0.2332 Eh. As for the total charge: -1. As for the total energy: -949.78569 Eh. The value obtained for the HOMO energy (alpha / beta) is -4.251 / -3.095 eV. The energy relative to the best compared isomer or geometry (same formula, charge and spin) is 1.947 eV. Its molar mass is 189.08 g/mol.

Charges computed using Löwdin, reported in e: -0.044 -0.012 -0.177 -0.287 -0.138 -0.254 -0.376 -0.041 -0.389 0.062 -0.341 0.484 0.096 0.045 0.129 0.102 0.092 0.051

Formula: C8H14N2O5
Source: the OMol25 dataset
Level of theory: ωB97M-V/def2-TZVPD

Geometry (Å):
1 C 2.995 -0.736 1.432
2 C 2.348 -1.255 0.129
3 N 3.347 -1.669 -0.885
4 C 1.389 -0.249 -0.552
5 O 1.703 0.402 -1.568
6 N 0.242 -0.008 0.090
7 C -0.642 1.049 -0.344
8 C -2.099 0.841 0.023
9 C -2.754 -0.397 -0.603
10 C -2.360 -1.722 0.015
11 O -2.502 -2.847 -0.492
12 O -1.902 -1.607 1.291
13 C -0.155 2.379 0.249
14 O 0.401 2.502 1.307
15 O -0.531 3.436 -0.538
16 H 3.451 -1.607 1.893
17 H 3.789 0.045 1.219
18 H 2.273 -0.300 2.083
19 H 1.744 -2.113 0.379
20 H 3.718 -0.857 -1.412
21 H 4.095 -2.109 -0.413
22 H -0.008 -0.478 0.934
23 H -0.582 1.144 -1.416
24 H -2.274 0.803 1.118
25 H -2.562 1.744 -0.398
26 H -3.831 -0.326 -0.445
27 H -2.526 -0.470 -1.677
28 H -1.867 -2.499 1.657
29 H -0.218 4.223 -0.047

As for the orbital gap: 0.3556 Eh. As for the total charge: 0. As for the structure (SMILES): C[C@H](N)C(=O)N[C@@H](CCC(=O)O)C(=O)O. As for the total energy: -799.01082 Eh. The value obtained for the HOMO energy is -9.286 eV. The energy relative to the best compared isomer or geometry (same formula, charge and spin) is 0.408 eV. Its molar mass is 218.21 g/mol.

Charges computed using Löwdin, reported in e: -0.046 -0.346 0.038 -0.409 0.048 0.122 -0.231 -0.129 -0.075 -0.472 0.074 0.074 -0.453 0.127 0.102 0.071 0.107 0.054 0.125 0.086 0.043 0.128 0.151 0.138 0.130 0.134 0.141 0.131 0.135